Entry 1:
8 unconnected molecules or ions with the total composition C3H23NO8 in a non-equilibrium geometry. Source: the OMol25 dataset; level of theory: ωB97M-V with the def2-TZVPD basis set.

Element x y z (Å)
C1 -2.1357 2.0078 1.0199
C2 -1.0775 1.1395 1.5653
O1 -1.4399 -0.1443 1.7482
C3 -0.4865 1.6572 2.9574
N1 0.6677 0.9259 3.2687
H1 -2.5254 2.4325 1.9068
H2 -1.6194 2.7721 0.2675
H3 -2.7453 1.5439 0.2495
H4 -0.1618 1.0913 0.8619
H5 -1.0937 -0.4754 2.6238
H6 -0.2356 2.7592 2.9813
H7 -1.2331 1.5201 3.7327
H8 0.9654 0.7081 4.2049
H9 1.4816 1.1013 2.5708
O2 -2.5493 -1.9471 -0.0135
H10 -2.1166 -1.8782 0.8892
H11 -3.2538 -2.5024 0.0641
O3 0.0014 -2.9308 -2.3983
H12 -0.2984 -2.3479 -3.1064
H13 0.1899 -2.5630 -1.4474
O4 2.0063 -1.6661 0.4839
H14 1.8935 -0.6806 0.9118
H15 2.4802 -1.9755 1.4162
O5 0.3214 2.2437 -3.1661
H16 -0.2485 1.4054 -2.7912
H17 1.1882 1.7778 -3.3307
O6 -1.7633 -0.0324 -1.7955
H18 -1.6991 -0.1667 -0.8716
H19 -2.6193 -0.3309 -2.0036
O7 2.3504 -1.2040 -2.0556
H20 2.7649 -1.5307 -1.2335
H21 1.4237 -1.0900 -1.9109
O8 3.4653 0.8205 -0.3790
H22 2.7323 1.4948 -0.3497
H23 3.1164 0.5098 -1.1644

energy above the lowest of the compared OMol25 structures with the same formula, charge and spin	2.8213	eV
charge	0
electronic energy	-784.64620	Ha
strongest force on any atom	7.0	eV/A
structure (SMILES)	C[C@H](O)CN.O.O.O.O.O.O.O
frontier orbital gap	9.78	eV
LUMO	0.020	eV

---

Entry 2:
8 unconnected molecules or ions with the total composition C3H24NO8 in a non-equilibrium geometry. Source: the OMol25 dataset; level of theory: ωB97M-V with the def2-TZVPD basis set.

Element x y z (Å)
O1 -2.5181 0.4712 0.9076
C1 -1.2912 -0.2669 1.2712
C2 -0.5946 -0.3945 -0.0761
N1 0.8836 -0.2858 -0.0453
C3 1.5920 0.1438 -1.2613
H1 -3.1832 -0.1651 0.6141
H2 -0.8551 0.4033 1.9550
H3 -1.5078 -1.2710 1.6971
H4 -0.7001 0.4868 -0.7038
H5 -1.0684 -1.2344 -0.6471
H6 1.3452 -1.2669 0.1784
H7 1.2265 0.4402 0.7672
H8 2.6354 0.3032 -1.1315
H9 1.3138 1.2396 -1.1451
H10 1.1315 -0.2390 -2.1860
H11 0.3855 -5.3860 0.7197
H12 0.7758 -4.9980 -0.7206
O2 0.5168 -4.6799 0.1097
H13 2.6530 2.1428 0.8046
H14 2.7749 1.4216 2.2075
O3 2.7648 1.2044 1.2822
H15 -0.5205 2.5205 -1.9120
H16 0.4020 3.0495 -3.1657
O4 0.3685 2.7730 -2.2660
H17 -3.7791 -2.2225 0.9757
H18 -5.0645 -1.5784 0.3561
O5 -4.1271 -1.5955 0.3689
H19 1.4542 -3.5055 0.9434
H20 2.8371 -3.2005 1.4472
O6 2.1538 -2.8173 0.9130
H21 1.1063 3.0608 -0.6031
H22 2.1472 4.1565 -0.6658
O7 1.7545 3.3802 -0.1857
H23 -2.6481 3.2996 -0.3459
H24 -2.3144 2.0056 0.1148
O8 -2.0502 2.6048 -0.5722

energy above the lowest of the compared OMol25 structures with the same formula, charge and spin	0.8271	eV
charge	+1
electronic energy	-785.08052	Ha
strongest force on any atom	12.0	eV/A
frontier orbital gap	11.39	eV
LUMO	-2.401	eV